The following is a quantum chemistry calculation of an isolated molecule of C5H7NO, from the OMol25 dataset.

2S+1: 1
gap between HOMO and LUMO: 10.10 eV
strongest force on any atom: 0.0219 hartree/bohr

Each line ends with the Mulliken charge.
CARTESIAN COORDINATES (ANGSTROEM)
C 1.921 0.446 -0.192  -1.13
C 0.849 -0.326 -0.026  0.42
O 0.885 -1.566 0.535  -0.48
C -0.564 -0.009 -0.481  0.84
C -1.637 -0.344 0.567  -1.33
C -0.674 1.394 -0.902  0.01
N -0.779 2.501 -1.220  -0.46
H 2.909 0.087 0.083  0.24
H 1.850 1.438 -0.617  0.31
H 1.783 -1.720 0.859  0.33
H -0.754 -0.627 -1.370  0.18
H -1.497 0.251 1.474  0.34
H -2.633 -0.138 0.163  0.38
H -1.573 -1.403 0.827  0.35